Computed, not measured: a gas-phase ion, C6H11BNO5 (charge -1) in a non-equilibrium geometry, with ωB97M-V with the def2-TZVPD basis set.

```
24
Properties=species:S:1:pos:R:3:forces:R:3:lowdin_charge:R:1
C -2.425 -1.194 -1.224 -0.8 -0.4 0.1 -0.0856
C -1.293 -1.801 -0.322 -0.9 -0.8 -0.4 -0.2421
O 0.035 -1.380 -0.678 -0.5 1.0 0.3 0.0006
B 0.103 0.027 -0.870 -0.5 0.3 -0.9 -0.5426
O 0.023 0.478 -2.220 1.3 -0.5 1.2 0.1292
C 0.215 1.133 0.292 -1.0 0.9 -0.6 -0.1714
N 1.604 1.438 0.737 0.2 -1.6 -0.1 -0.0299
C 2.306 0.262 1.309 0.1 0.5 0.3 -0.1829
C 1.476 -0.583 2.318 0.9 -0.4 -0.1 -0.2278
O 1.988 -1.576 2.794 -0.4 0.4 -0.1 0.0030
C -0.360 2.483 -0.337 -3.0 1.0 -0.3 -0.6784
O 0.399 3.387 -0.711 0.9 -0.8 0.2 -0.0456
O -1.656 2.558 -0.416 2.2 -1.2 0.5 -0.1273
H -2.804 -0.201 -0.853 0.8 -0.7 -0.5 0.0894
H -2.152 -1.150 -2.311 0.0 0.1 1.1 0.0846
H -3.320 -1.881 -1.170 0.9 0.5 0.1 0.0737
H -1.304 -2.919 -0.450 0.1 1.0 0.2 0.1175
H -1.562 -1.594 0.747 0.5 0.0 -0.7 0.1187
H 0.713 0.033 -2.740 -0.7 -0.1 -0.1 0.1036
H -0.489 0.901 1.136 0.9 0.2 -0.5 0.1282
H 2.115 1.654 -0.128 -0.4 0.6 0.5 0.1088
H 3.182 0.670 1.895 -0.8 -0.5 -0.4 0.1229
H 2.768 -0.423 0.539 -0.7 0.2 0.7 0.1262
H 0.437 -0.321 2.665 0.7 0.3 -0.6 0.1271
```
Positions in Å, forces in eV/Å.

As for the energy relative to the best compared isomer or geometry (same formula, charge and spin): 95.8 kJ/mol. The largest force on an atom is 0.061 hartree/bohr. Its multiplicity is 1. As for the charge: -1. Its SMILES is CCOB(O)[C@@H](NCC=O)C(=O)[O-]. The calculation puts the LUMO energy at 3.02 eV.